Entry 1:
The following is a quantum chemistry calculation of a structure of composition C3H6CrO3, from the OMol25 dataset.

The geometry in XYZ format:
```
13
Properties=species:S:1:pos:R:3:mulliken_spin:R:1
H 1.5852 -1.1641 -0.9081 -0.012
O -0.0683 1.6112 0.8729 -0.163
C 0.0259 1.0064 -0.1719 0.030
O -0.6907 -0.1387 -0.2074 -0.177
Cr 0.0953 -1.7700 1.4898 4.350
O 1.1865 0.8782 -0.7725 -0.025
C 2.0455 -0.2375 -0.5446 0.031
H 2.2690 -0.3529 0.5250 -0.009
H 2.9720 -0.0440 -1.0917 0.002
C -2.0845 0.0306 0.1365 -0.002
H -2.3492 -0.9295 0.5920 -0.002
H -2.3994 0.7802 0.8670 -0.003
H -2.5874 0.3300 -0.7868 -0.019
```

Output
HOMO energy (alpha / beta), eV: -19.623 / -20.007
Molecular weight, g mol⁻¹: 142.1
Total charge: +2
Multiplicity: 5
Relative energy (zero: lowest compared OMol25 entry of this formula, charge and spin), kcal/mol: 90.98
Max |F|, hartree/bohr: 0.12645
Calculated total energy, a.u.: -1387.179988

---

Entry 2:
The following is a quantum chemistry calculation of a cluster of 3 separate species, C15H31ClN3 in total, from the OMol25 dataset.

The geometry in XYZ format:
```
50
Properties=species:S:1:pos:R:3:nbo_charge:R:1
C -4.7259 1.3848 1.0730 -0.620
C -3.4444 2.2560 1.2428 -0.377
C -2.1025 1.5247 0.8872 -0.461
C -1.9888 0.9927 -0.4772 -0.211
N -0.5057 0.6710 -0.9302 -0.227
C 0.0197 -0.4649 -0.1369 -0.293
C -0.4564 -1.7848 -0.8648 -0.439
C -1.1582 -1.3854 -2.1228 -0.440
C -0.5500 -0.1248 -2.3293 -0.198
C 0.3666 1.9692 -0.8363 -0.456
H -5.6381 1.8662 1.4256 0.228
H -4.6136 0.4418 1.6079 0.203
H -4.9133 1.1891 0.0172 0.193
H -3.4266 2.6483 2.2596 0.223
H -3.5244 3.1969 0.6983 0.202
H -1.9154 0.8485 1.7213 0.224
H -1.4593 2.3776 1.1038 0.258
H -2.4633 1.5337 -1.2959 0.229
H -2.5826 0.0819 -0.5536 0.214
H 1.1045 -0.5656 -0.1737 0.272
H -0.3772 -0.3590 0.8727 0.264
H 0.3669 -2.4291 -1.1734 0.195
H -1.1800 -2.3272 -0.2562 0.235
H -1.0493 -2.0310 -2.9943 0.247
H -2.2334 -1.4094 -1.9455 0.224
H 0.4681 -0.2657 -2.6923 0.201
H -0.9529 0.3452 -3.2264 0.241
H 0.4086 2.3111 0.1978 0.295
H 0.0341 2.7499 -1.5205 0.220
H 1.4143 1.7134 -0.9946 0.210
C 2.6712 -0.4443 3.4107 -0.619
C 1.6480 -0.9713 2.3673 -0.202
N 2.0455 -0.8669 0.9462 -0.348
C 2.5053 0.2749 0.4105 -0.021
C 2.9283 0.0643 -0.9639 -0.093
N 2.7061 -1.2983 -1.2041 -0.298
C 2.0951 -1.8063 -0.0485 0.197
C 2.7684 -2.0584 -2.4410 -0.416
H 3.6685 -0.8097 3.1657 0.213
H 2.4489 -0.8429 4.4005 0.243
H 2.7485 0.6419 3.3623 0.252
H 0.6003 -0.7345 2.5523 0.251
H 1.6643 -2.0532 2.4987 0.199
H 2.5255 1.1580 1.0319 0.315
H 3.2375 0.7381 -1.7493 0.259
H 1.6283 -2.7701 0.0914 0.261
H 3.6092 -1.7740 -3.0736 0.253
H 1.8173 -1.9200 -2.9552 0.211
H 2.8272 -3.1316 -2.2598 0.242
Cl 0.9347 1.6493 1.8746 -0.755
```

Output
HOMO energy, eV: -11.159
Molecular weight, g mol⁻¹: 288.9
Total charge: +1
Multiplicity: 1
Relative energy (zero: lowest compared OMol25 entry of this formula, charge and spin), kcal/mol: 144.42
Max |F|, hartree/bohr: 0.10710
Calculated total energy, a.u.: -1214.125316

---

Entry 3:
The following is a quantum chemistry calculation of an isolated molecule of C6H9N, from the OMol25 dataset.

The geometry in XYZ format:
```
16
Properties=species:S:1:pos:R:3:nbo_charge:R:1
C -1.2906 0.1807 3.3704 -0.681
C -0.7625 -0.1376 2.0401 -0.004
C -0.5591 -0.3839 0.8750 -0.023
C -0.4118 -0.5838 -0.5743 -0.477
C 0.3433 0.5097 -1.2868 -0.073
C 1.6706 0.2887 -1.8883 -0.259
N 0.4725 0.3008 -2.7229 -0.594
H -0.7050 0.9320 3.9070 0.231
H -1.3789 -0.6908 4.0254 0.233
H -2.2976 0.5946 3.2607 0.232
H -1.4375 -0.5707 -0.9747 0.236
H 0.0037 -1.5628 -0.8421 0.236
H 0.1000 1.5115 -0.9370 0.199
H 2.1342 -0.6896 -1.7989 0.196
H 2.3652 1.1234 -1.9306 0.195
H 0.3924 1.1738 -3.2354 0.353
```

Output
HOMO energy, eV: -9.334
Molecular weight, g mol⁻¹: 95.1
Total charge: 0
Multiplicity: 1
Relative energy (zero: lowest compared OMol25 entry of this formula, charge and spin), kcal/mol: 67.40
Max |F|, hartree/bohr: 0.01384
Calculated total energy, a.u.: -288.674637

---

Entry 4:
The following is a quantum chemistry calculation of a cluster of 2 separate species, C5H16N3 in total, from the OMol25 dataset.

The geometry in XYZ format:
```
24
Properties=species:S:1:pos:R:3:mulliken_spin:R:1
C -2.0550 0.8678 -0.8339 0.019
C -1.8635 0.8351 -2.3348 0.126
C 0.1119 1.5895 0.3823 -0.061
N -0.7427 0.6687 -0.1974 0.704
N -0.3565 2.8256 0.5598 0.170
N 1.3735 1.2613 0.5864 0.071
H -2.4292 1.8294 -0.5123 0.000
H -2.7097 0.0917 -0.4283 0.023
H -1.5367 1.7106 -2.8188 -0.002
H -2.8736 0.7350 -2.7686 0.012
H -0.4755 -0.3278 -0.1016 -0.043
H -0.9821 3.2599 -0.1107 -0.005
H -0.0128 3.4220 1.2972 -0.006
H 1.6758 0.3627 0.2227 -0.002
H 1.8706 1.6311 1.3929 -0.002
H -1.4604 -0.0818 -2.7465 -0.003
C 0.8667 -2.2853 1.1602 -0.006
C 2.2785 -2.8429 0.9113 0.000
H 0.2161 -2.9298 0.5733 0.000
H 0.5725 -2.3788 2.2038 0.000
H 0.6388 -1.2121 1.0625 0.004
H 2.4965 -3.5986 1.6552 0.000
H 3.0435 -2.0646 0.8871 0.000
H 2.3534 -3.3688 -0.0417 0.000
```

Output
HOMO energy (alpha / beta), eV: -18.008 / -18.007
Molecular weight, g mol⁻¹: 118.2
Total charge: +2
Multiplicity: 2
Relative energy (zero: lowest compared OMol25 entry of this formula, charge and spin), kcal/mol: 58.32
Max |F|, hartree/bohr: 0.05429
Calculated total energy, a.u.: -363.608680

---

Entry 5:
The following is a quantum chemistry calculation of a structure of composition C7H14S, from the OMol25 dataset.

The geometry in XYZ format:
```
22
Properties=species:S:1:pos:R:3:nbo_charge:R:1
C -0.5711 -1.0251 -1.3807 -0.625
C 0.3342 1.3197 -0.4903 -0.315
C -1.1859 1.1400 -0.2192 -0.447
C -1.6711 -0.2438 -0.6468 -0.274
C 1.0940 2.4210 0.3520 -0.629
C -2.0911 -1.0530 0.5969 -0.609
C 2.3798 -1.6668 0.5099 -0.757
S 0.9052 -0.2374 -0.6597 0.847
H -0.5576 -2.0405 -1.2834 0.186
H -1.2583 1.1776 0.8546 0.199
H -1.5761 1.8934 -0.8346 0.234
H -2.4459 -0.1726 -1.4257 0.226
H 0.9565 2.0788 1.3725 0.207
H 0.7946 3.4604 0.2378 0.228
H 2.0701 2.3024 0.0038 0.212
H -1.3172 -1.2746 1.2976 0.201
H -2.5248 -2.0811 0.2511 0.210
H -2.8374 -0.4371 1.1461 0.199
H 2.0537 -2.4472 -0.1732 0.196
H 3.4964 -1.6383 0.4821 0.199
H 1.9742 -1.5044 1.5699 0.206
H 1.9777 0.0287 -1.5607 0.105
```

Output
HOMO energy (alpha / beta), eV: -6.607 / -6.944
Molecular weight, g mol⁻¹: 130.3
Total charge: 0
Multiplicity: 1
Relative energy (zero: lowest compared OMol25 entry of this formula, charge and spin), kcal/mol: 188.85
Max |F|, hartree/bohr: 0.08632
Calculated total energy, a.u.: -672.995474

---

Entry 6:
The following is a quantum chemistry calculation of a cluster of 2 separate species, C2H9N2 in total, from the OMol25 dataset.

The geometry in XYZ format:
```
13
Properties=species:S:1:pos:R:3:nbo_charge:R:1
N 2.0845 0.0140 0.0759 -0.901
H 1.1094 -0.1304 -0.3673 0.461
H 2.5361 0.8003 -0.3927 0.444
H 1.9852 0.1934 1.0756 0.447
H 2.6342 -0.8226 -0.1064 0.443
C -1.9502 0.7268 0.5930 -0.405
C -1.1237 -0.2765 0.3586 -0.061
N -0.4872 -0.5034 -0.9023 -0.872
H -2.3377 1.3378 -0.2136 0.209
H -2.4370 0.8375 1.5518 0.233
H -0.7240 -0.8816 1.1622 0.194
H -0.6920 0.1724 -1.6245 0.401
H -0.5977 -1.4678 -1.2103 0.406
```

Output
HOMO energy, eV: -13.343
Molecular weight, g mol⁻¹: 61.1
Total charge: +1
Multiplicity: 1
Relative energy (zero: lowest compared OMol25 entry of this formula, charge and spin), kcal/mol: 16.23
Max |F|, hartree/bohr: 0.02123
Calculated total energy, a.u.: -190.848425

---

Copy entry 5 word for word.
The following is a quantum chemistry calculation of a structure of composition C7H14S, from the OMol25 dataset.

The geometry in XYZ format:
```
22
Properties=species:S:1:pos:R:3:nbo_charge:R:1
C -0.5711 -1.0251 -1.3807 -0.625
C 0.3342 1.3197 -0.4903 -0.315
C -1.1859 1.1400 -0.2192 -0.447
C -1.6711 -0.2438 -0.6468 -0.274
C 1.0940 2.4210 0.3520 -0.629
C -2.0911 -1.0530 0.5969 -0.609
C 2.3798 -1.6668 0.5099 -0.757
S 0.9052 -0.2374 -0.6597 0.847
H -0.5576 -2.0405 -1.2834 0.186
H -1.2583 1.1776 0.8546 0.199
H -1.5761 1.8934 -0.8346 0.234
H -2.4459 -0.1726 -1.4257 0.226
H 0.9565 2.0788 1.3725 0.207
H 0.7946 3.4604 0.2378 0.228
H 2.0701 2.3024 0.0038 0.212
H -1.3172 -1.2746 1.2976 0.201
H -2.5248 -2.0811 0.2511 0.210
H -2.8374 -0.4371 1.1461 0.199
H 2.0537 -2.4472 -0.1732 0.196
H 3.4964 -1.6383 0.4821 0.199
H 1.9742 -1.5044 1.5699 0.206
H 1.9777 0.0287 -1.5607 0.105
```

Output
HOMO energy (alpha / beta), eV: -6.607 / -6.944
Molecular weight, g mol⁻¹: 130.3
Total charge: 0
Multiplicity: 1
Relative energy (zero: lowest compared OMol25 entry of this formula, charge and spin), kcal/mol: 188.85
Max |F|, hartree/bohr: 0.08632
Calculated total energy, a.u.: -672.995474

---

> The highest multiplicity belongs to which entry?

C3H6CrO3